# CH4FNS2

One molecule with the formula CH4FNS2 (ωB97M-V/def2-TZVPD, the Open Molecules 2025 dataset).

**DFT total energy**: -991.42514 hartree
**E_LUMO**: 0.005 Eh
**Largest force on an atom**: 3.50 eV/Å
**Total charge**: 0
**SMILES string**: CN(S)SF
**HOMO energy**: -8.97 eV
**Energy above the lowest of the compared OMol25 structures with the same formula, charge and spin**: 14.7 kcal/mol

Each line ends with the natural charge from an NBO analysis.
Element x y z (Å)
H  -0.33  -1.19  0.50  0.201
H  -1.09  0.03  -0.65  0.221
S  2.45  -0.17  -0.69  0.826
F  3.10  -0.71  0.79  -0.532
H  0.08  -1.32  -1.22  0.222
H  0.49  2.75  -0.95  0.123
C  -0.13  -0.53  -0.46  -0.436
N  1.02  0.32  -0.36  -0.753
S  0.78  2.10  0.22  0.127


# C3H10NSi

A 2-piece molecular cluster, C3H10NSi overall (ωB97M-V/def2-TZVPD, the Open Molecules 2025 dataset).

**DFT total energy**: -464.19714 hartree
**E_LUMO**: -0.142 Eh
**Largest force on an atom**: 6.41 eV/Å
**Total charge**: +1
**HOMO energy**: -15.00 eV
**Energy above the lowest of the compared OMol25 structures with the same formula, charge and spin**: 32.2 kcal/mol

Each line ends with the natural charge from an NBO analysis.
Element x y z (Å)
H  0.19  1.80  1.17  0.249
H  -0.97  -0.61  1.27  0.435
H  2.47  0.02  -1.23  -0.087
C  0.35  1.37  0.15  -0.799
C  -0.90  0.73  -0.26  -0.264
C  0.15  -1.30  -0.22  -0.639
N  -1.02  -0.57  0.21  -0.515
H  1.94  -0.30  1.35  -0.120
H  -0.10  -1.84  -1.22  0.267
H  -0.87  0.74  -1.38  0.229
H  0.00  -2.39  0.78  0.232
H  -1.83  -1.07  0.00  0.441
H  0.62  2.11  -0.58  0.265
H  -1.72  1.39  -0.01  0.247
Si  1.67  -0.09  -0.04  1.060


# C29H22N4O5STl

C29H22N4O5STl as an isolated structure (ωB97M-V/def2-TZVPD, the Open Molecules 2025 dataset).

**DFT total energy**: -2284.28422 hartree
**E_LUMO**: 0.087 Eh
**Largest force on an atom**: 2.43 eV/Å
**Total charge**: -1
**HOMO energy**: -4.44 eV

Each line ends with the natural charge from an NBO analysis.
Element x y z (Å)
H  1.12  3.25  -5.61  0.205
C  -2.53  -1.71  3.48  0.131
O  -3.07  -4.02  3.38  -0.734
H  -4.17  -2.28  4.71  0.236
C  -3.07  0.88  4.13  -0.296
H  -5.24  -0.62  5.90  0.477
S  0.84  1.79  -0.12  1.199
N  -1.76  -0.75  2.99  -0.493
C  5.26  2.51  0.95  -0.224
C  3.13  3.39  0.27  -0.250
H  -3.27  1.91  4.34  0.241
N  -1.38  -1.21  -0.15  -0.385
C  -2.28  -0.25  -0.01  0.072
H  -3.92  0.88  -0.80  0.218
H  1.97  -4.14  0.55  0.202
H  2.51  4.22  -0.03  0.219
H  -2.25  0.29  0.92  0.219
C  0.07  3.20  -2.40  -0.254
C  -3.58  -1.45  4.34  -0.320
C  4.47  3.58  0.57  -0.204
O  -1.69  2.71  2.44  -0.715
H  0.99  -5.30  -3.46  0.208
O  -1.23  -3.34  2.31  -0.758
C  2.16  2.05  -2.63  -0.264
H  2.37  -5.65  -1.41  0.212
C  -1.34  -1.89  -1.30  0.124
H  -0.75  -3.57  -3.44  0.207
C  1.40  -4.04  -0.36  0.062
O  -4.83  0.19  5.58  -0.674
N  0.48  -3.10  -0.36  -0.420
N  0.72  0.27  -0.47  -1.168
C  0.08  3.49  -3.75  -0.211
C  1.12  3.04  -4.55  -0.226
C  4.71  1.24  1.05  -0.209
C  -3.18  -0.62  -2.17  -0.198
C  2.59  2.12  0.36  -0.126
C  -3.84  -0.13  4.70  0.325
H  2.98  1.99  -4.61  0.206
C  0.85  -4.68  -2.58  -0.177
C  -2.03  0.52  3.28  0.119
H  4.90  4.57  0.49  0.205
H  5.32  0.40  1.35  0.210
C  1.62  -4.88  -1.45  -0.262
C  -0.13  -3.71  -2.57  -0.252
H  2.91  0.07  0.83  0.245
C  -0.30  -2.93  -1.42  0.265
O  -0.07  1.21  2.10  -0.790
C  -1.18  1.59  2.55  0.744
C  -2.25  -3.17  3.01  0.739
C  -2.24  -1.62  -2.33  -0.188
H  2.98  1.50  -2.20  0.221
H  -3.88  -0.39  -2.97  0.206
H  1.40  -0.06  -1.15  0.350
H  -2.21  -2.17  -3.26  0.194
H  -0.74  4.05  -4.19  0.208
C  2.17  2.33  -3.99  -0.202
C  1.10  2.46  -1.84  -0.109
C  3.37  1.05  0.75  -0.244
H  -0.73  3.54  -1.76  0.226
Tl  0.46  -1.40  1.79  0.692
C  -3.20  0.09  -0.98  -0.238
H  6.31  2.66  1.18  0.205


# C46H112N6O12

A 10-piece molecular cluster, C46H112N6O12 overall (ωB97M-V/def2-TZVPD, the Open Molecules 2025 dataset).

**DFT total energy**: -3050.28694 hartree
**E_LUMO**: -0.135 Eh
**Largest force on an atom**: 4.39 eV/Å
**Total charge**: +2
**HOMO energy**: -8.46 eV

Each line ends with the Löwdin charge.
Element x y z (Å)
H  1.29  -7.37  5.95  0.117
H  -5.04  2.16  -0.24  0.123
H  5.59  5.34  1.18  0.128
H  1.66  2.51  -0.90  0.064
H  -1.57  -1.88  -3.61  0.091
H  -5.36  -3.68  -2.07  0.094
H  -3.58  -3.56  -0.14  0.118
C  5.61  5.81  0.20  -0.063
H  -2.43  6.61  -2.34  0.092
H  6.19  9.16  0.94  0.116
H  6.61  1.52  3.24  0.111
H  1.50  -0.86  2.76  0.115
C  -5.08  -7.15  -1.98  0.025
O  -2.58  -3.46  -1.85  -0.080
H  3.07  6.77  -2.01  0.107
C  -1.13  4.96  3.74  -0.101
C  0.89  -5.76  -1.39  -0.055
O  4.88  -0.05  -2.10  -0.019
C  3.62  -0.35  2.79  -0.035
H  3.16  2.41  3.67  0.089
H  -2.09  4.87  0.00  0.105
C  4.00  6.26  -1.76  0.023
H  -1.77  0.63  -0.05  0.102
C  -5.70  -5.47  -0.16  0.048
H  3.32  -6.85  4.88  0.132
H  -4.48  -4.69  -3.23  0.078
H  -1.68  0.66  -5.54  0.105
H  -1.11  -5.29  3.20  0.132
H  -3.32  -1.43  -7.26  0.093
H  -2.87  0.33  -4.08  0.089
H  1.55  -5.87  6.61  0.118
H  0.66  -0.16  -0.54  0.056
C  1.93  4.55  -0.48  -0.206
H  -5.30  4.18  -1.80  0.131
C  -3.01  4.23  -3.35  0.013
C  4.23  8.42  0.31  -0.132
H  7.38  6.99  0.62  0.123
C  -1.28  -2.08  -4.64  -0.077
N  -4.86  -5.69  -1.45  -0.294
H  -0.74  -0.66  1.46  0.051
H  2.00  4.69  -1.56  0.107
C  -4.39  4.06  -1.20  -0.040
C  0.38  -5.90  1.17  -0.086
C  -3.39  6.22  -1.99  0.028
C  2.14  -6.38  3.16  -0.095
O  -5.47  -2.02  -0.27  -0.002
H  3.99  3.86  -0.22  0.127
H  -1.67  5.82  3.35  0.062
H  -0.75  4.07  1.82  0.065
H  1.80  -7.41  3.06  0.132
H  -0.90  2.23  4.18  0.076
C  -1.50  -0.33  -0.49  -0.558
H  -3.80  -1.72  -3.78  0.099
C  -0.31  -5.88  3.63  -0.072
H  0.47  2.71  3.52  0.024
O  -6.32  -0.29  0.75  -0.063
H  1.67  -4.46  0.22  0.095
H  0.49  -3.57  1.98  0.091
O  -2.54  -0.69  -1.36  -0.308
C  -1.29  3.84  2.74  -0.686
H  -0.52  1.84  2.43  0.048
H  -4.70  -7.26  -3.00  0.101
H  -3.64  6.72  -1.05  0.111
H  2.18  -3.94  2.34  0.107
H  -0.14  5.16  4.14  0.053
C  -2.89  -4.17  -0.72  -0.272
H  -5.16  -5.98  0.64  0.098
H  6.42  -0.21  3.44  0.097
H  -6.14  -7.38  -1.91  0.105
H  6.07  0.35  1.87  0.099
H  -2.04  -4.16  -0.03  0.087
H  -0.01  -1.28  -1.67  0.052
C  4.60  0.77  4.98  0.061
H  4.03  5.32  -2.32  0.108
C  1.37  -5.49  0.05  -0.232
N  4.12  5.98  -0.23  -0.215
H  1.29  5.26  0.04  0.103
O  2.09  -1.22  4.53  -0.078
C  1.36  -6.32  5.63  -0.169
H  1.05  -3.77  3.70  0.078
H  0.89  -2.02  -4.19  0.122
H  5.13  -0.13  5.30  0.104
C  6.38  7.16  0.19  -0.163
C  2.50  -6.17  4.65  -0.154
C  -3.77  -2.00  -4.83  0.029
H  0.17  -6.97  1.17  0.131
C  -6.56  -1.42  0.23  -0.882
H  -4.49  4.65  -0.29  0.129
H  -2.91  3.17  -3.58  0.082
H  -0.81  -6.01  5.71  0.123
H  2.81  -5.12  4.62  0.109
H  1.83  0.58  3.76  0.110
H  6.54  7.48  -0.84  0.110
H  -1.65  3.38  -0.98  0.095
H  4.15  -1.27  3.02  0.132
C  1.37  3.18  -0.09  -0.090
O  -2.62  3.48  2.40  -0.325
H  -5.66  -4.40  0.08  0.083
O  -4.20  1.75  -2.05  -0.096
C  -3.32  -5.56  -1.16  -0.070
H  2.99  -6.26  2.49  0.132
H  -3.91  0.85  -1.87  0.034
H  -4.91  -1.24  -0.35  0.065
N  -2.47  -1.35  -5.30  -0.308
H  1.17  -1.46  4.66  0.093
H  2.37  7.21  0.13  0.125
C  6.03  0.66  2.91  0.015
C  -2.33  -1.65  -6.87  0.033
N  -3.14  4.67  -1.88  -0.315
N  4.59  0.77  3.38  -0.283
C  -4.19  2.49  -0.84  -0.187
C  -0.57  2.60  3.21  -0.126
H  6.03  5.14  -0.54  0.138
H  -4.44  -7.78  -1.36  0.095
H  3.41  6.84  1.55  0.133
H  5.61  7.93  2.05  0.118
H  -1.55  -1.09  -7.39  0.095
C  0.19  -1.54  -4.88  -0.189
H  -0.55  -5.37  0.99  0.100
H  -3.41  2.29  -0.11  0.096
H  -3.56  -3.06  -4.95  0.099
N  0.89  -5.63  2.65  -0.214
H  0.29  3.10  -0.25  0.048
H  -0.19  0.41  -2.10  0.063
H  -1.01  -2.26  0.50  0.030
O  6.03  1.13  -0.67  -0.050
H  3.28  4.66  1.20  0.121
H  0.76  -4.78  -1.86  0.076
C  3.34  4.68  0.11  -0.125
H  3.61  0.83  5.44  0.099
O  3.80  1.16  -0.60  0.001
H  0.18  -0.52  -4.52  0.106
C  -1.95  4.43  -0.98  0.001
C  -0.15  -0.28  -1.26  -0.068
H  -2.27  -1.55  1.25  0.077
H  5.18  1.69  5.09  0.099
H  1.56  2.75  0.89  0.074
C  0.04  -5.64  5.14  -0.131
H  -3.15  -6.29  -0.37  0.115
H  -6.13  -5.04  -3.11  0.110
H  3.49  2.12  1.94  0.073
H  -3.91  4.54  -3.88  0.102
C  -5.30  -4.67  -2.51  0.026
C  -2.55  0.16  -5.11  0.019
C  4.97  0.73  -1.16  -0.921
H  -1.69  4.89  4.68  0.070
H  -0.01  -6.35  -1.51  0.071
H  3.79  9.27  0.83  0.123
H  -4.22  6.30  -2.69  0.101
C  5.63  8.22  1.01  -0.166
H  4.69  2.89  2.96  0.092
H  0.13  -4.58  5.37  0.101
H  4.35  8.49  -0.77  0.103
H  3.30  0.72  -1.29  0.073
H  -2.20  -2.73  -7.00  0.102
H  2.40  -5.79  0.26  0.105
H  3.59  -0.18  1.71  0.121
C  3.92  2.12  2.94  0.014
C  3.38  7.13  0.51  -0.094
H  -2.17  4.79  -3.76  0.095
H  4.84  6.81  -2.18  0.097
O  0.52  -1.80  -6.25  -0.056
H  -1.38  -3.14  -4.90  0.130
H  -2.84  -5.93  -2.07  0.130
C  1.15  -4.10  2.67  0.014
O  -7.61  -2.06  0.30  -0.028
H  -0.53  -6.95  3.59  0.132
C  2.22  -0.38  3.42  -0.234
H  1.75  -6.32  -1.76  0.083
H  -2.40  -2.56  -1.58  0.022
H  0.74  -0.96  -6.64  0.093
H  -3.41  0.55  -5.66  0.106
H  -6.69  -5.91  -0.22  0.113
H  -1.26  5.12  -1.47  0.085
C  -1.34  -1.26  0.78  -0.055
H  -4.63  -1.58  -5.35  0.116


# C19H19BrF9N4OV

C19H19BrF9N4OV as an isolated structure (ωB97M-V/def2-TZVPD, the Open Molecules 2025 dataset).

**DFT total energy**: -5446.42176 hartree
**E_LUMO (alpha / beta)**: -0.148 / -0.157 Eh
**Largest force on an atom**: 1.41 eV/Å
**Total charge**: +1
**2S+1**: 4
**HOMO energy (alpha / beta)**: -10.09 / -11.39 eV

Each line ends with the Mulliken spin population.
Element x y z (Å)
N  0.06  0.93  1.98  -0.006
O  -0.30  -1.62  0.16  -0.076
H  0.61  0.28  3.92  0.001
C  -2.90  3.76  -1.03  0.002
H  0.45  -1.00  2.70  -0.007
C  2.69  -0.44  0.45  0.044
C  -1.98  4.39  -1.87  0.069
C  0.88  2.07  -1.40  0.160
H  1.88  -0.80  1.06  -0.007
C  -2.52  2.60  -0.39  0.101
H  -3.89  4.16  -0.88  -0.001
F  1.48  -1.94  -2.09  0.002
H  -1.91  0.62  3.76  -0.002
F  1.48  -3.54  -0.62  0.000
F  -1.64  -2.22  -3.11  0.000
H  4.12  -1.71  1.41  0.000
C  3.50  0.89  -1.37  0.004
C  2.44  0.50  -0.56  0.007
C  -1.33  -1.56  -2.02  0.019
H  0.01  4.28  -2.68  0.000
F  -0.86  -4.25  0.51  0.000
H  -3.08  -0.75  0.66  0.010
H  -1.39  -0.91  4.45  0.000
H  -0.44  1.77  2.28  0.009
H  1.64  2.57  -2.00  0.016
H  1.03  1.22  1.84  0.010
Br  6.73  -1.26  0.06  0.000
N  -2.43  -0.26  1.27  0.028
C  -0.73  3.83  -2.03  -0.004
H  -3.18  -1.40  2.91  0.000
C  -1.41  -0.33  3.52  -0.002
N  1.12  1.01  -0.67  -0.018
C  0.75  -2.95  -1.57  0.006
N  -1.30  2.04  -0.51  -0.063
C  3.95  -0.97  0.64  0.004
H  -3.23  2.10  0.25  0.008
H  -1.68  -1.98  2.19  -0.003
C  -0.42  2.66  -1.34  0.080
H  -2.24  5.31  -2.39  0.004
C  -1.46  -3.59  -0.49  -0.002
F  -2.47  -1.03  -1.51  0.009
H  5.58  0.67  -1.83  0.000
H  -2.92  0.58  1.57  0.005
F  -2.64  -3.13  0.00  0.001
F  -0.61  -0.45  -2.37  0.014
C  -2.22  -1.09  2.48  0.020
F  0.53  -3.83  -2.54  0.000
F  -1.74  -4.46  -1.46  0.000
C  4.99  -0.56  -0.18  0.001
C  4.76  0.37  -1.19  0.002
V  -0.59  0.27  0.09  2.561
C  0.02  -0.07  3.08  0.022
C  -0.57  -2.39  -0.93  -0.029
H  3.37  1.59  -2.18  0.000


# C6H6O2S

One molecule with the formula C6H6O2S (ωB97M-V/def2-TZVPD, the Open Molecules 2025 dataset).

**DFT total energy**: -780.83596 hartree
**E_LUMO**: -0.034 Eh
**Largest force on an atom**: 5.09 eV/Å
**Total charge**: 0
**SMILES string**: OC1=CC=C(O)C(=S)C1
**HOMO energy**: -7.96 eV
**Energy above the lowest of the compared OMol25 structures with the same formula, charge and spin**: 26.1 kcal/mol

Each line ends with the natural charge from an NBO analysis.
Element x y z (Å)
H  -1.00  -0.20  -2.27  0.206
O  -1.93  -0.73  2.09  -0.670
H  -1.40  -0.54  2.92  0.491
C  -1.47  -0.22  -0.15  -0.164
C  0.44  -0.04  1.26  -0.104
C  -0.98  -0.41  1.10  0.205
H  2.29  -0.13  0.26  0.281
C  1.32  0.42  0.13  -0.557
C  0.71  0.19  -1.23  0.395
C  -0.65  -0.06  -1.33  -0.362
H  -2.56  -0.03  -0.35  0.229
H  1.67  1.49  0.15  0.284
S  0.90  -0.10  2.84  -0.055
H  1.08  0.11  -3.11  0.485
O  1.60  0.26  -2.31  -0.663


# C2H11NSb

C2H11NSb as an isolated structure (ωB97M-V/def2-TZVPD, the Open Molecules 2025 dataset).

**DFT total energy**: -377.62527 hartree
**E_LUMO**: 0.153 Eh
**Largest force on an atom**: 0.16 eV/Å
**Total charge**: -1
**HOMO energy**: -3.34 eV

Each line ends with the natural charge from an NBO analysis.
Element x y z (Å)
H  0.21  0.90  -1.24  0.192
H  0.40  1.81  3.03  -0.246
H  1.12  2.56  0.71  -0.289
H  -1.59  -0.41  -2.17  0.340
N  -0.96  -1.20  -2.06  -0.844
H  -0.09  -0.51  2.13  -0.301
H  -1.19  1.51  1.07  -0.313
H  2.21  0.52  1.78  -0.296
H  -1.11  -1.06  0.07  0.166
C  -0.34  -1.10  -0.72  -0.235
H  1.61  -0.11  -0.83  0.195
H  -1.56  -2.03  -2.08  0.331
Sb  0.52  1.03  1.44  0.918
H  0.21  -2.03  -0.55  0.172
C  0.57  0.11  -0.58  -0.789


# C5H16N2O4PS

A 2-piece molecular cluster, C5H16N2O4PS overall (ωB97M-V/def2-TZVPD, the Open Molecules 2025 dataset).

**DFT total energy**: -1349.82274 hartree
**E_LUMO**: -0.111 Eh
**Largest force on an atom**: 2.28 eV/Å
**Total charge**: +1
**HOMO energy**: -13.10 eV

Each line ends with the natural charge from an NBO analysis.
Element x y z (Å)
O  -0.54  -0.79  0.35  -0.950
H  -1.96  0.32  -0.92  0.393
P  -1.07  2.83  -0.27  1.210
C  1.01  -3.39  2.06  -0.102
H  -1.11  4.23  -0.51  0.025
O  0.53  -2.96  -0.19  -0.676
N  -2.81  0.76  -0.60  -0.841
H  -0.82  2.55  1.09  0.065
O  -0.08  -2.46  2.10  -0.677
C  2.03  0.57  -0.74  -0.625
H  1.31  2.28  0.47  0.188
H  1.33  0.01  -1.38  0.240
H  -3.42  2.61  0.13  0.245
H  -3.63  0.36  -1.02  0.396
H  2.15  0.10  0.24  0.220
H  0.26  2.79  -2.10  0.417
H  2.28  -2.30  0.68  0.186
H  1.71  -3.20  2.87  0.221
N  0.13  2.17  -1.31  -0.889
H  2.17  2.76  -1.01  0.216
S  -0.64  -2.19  0.62  2.540
C  -2.78  2.20  -0.68  -0.493
H  2.21  -4.05  0.36  0.228
C  1.46  2.03  -0.60  -0.224
H  0.60  -4.40  2.16  0.205
C  1.64  -3.19  0.69  -0.102
H  3.00  0.64  -1.24  0.225
H  -3.09  2.64  -1.65  0.227
O  -1.86  -2.91  0.44  -0.867